No. 1
{"formula": "C3H10N2S", "method": "the ωB97M-V functional and the def2-TZVPD basis", "de_lowest_kj_mol": 51.45, "e_lumo_ev": 0.994, "homo_ha": -0.3201, "spin_multiplicity": 1, "smiles": "NCNCCS", "homo_lumo_gap_ev": 9.7029, "symbols": ["C", "C", "S", "N", "C", "N", "H", "H", "H", "H", "H", "H", "H", "H", "H", "H"], "coordinates": [[-0.6210, 0.4486, -0.2374], [-1.7402, 0.8267, 0.7482], [-3.0163, 1.8309, -0.0280], [0.5137, -0.0866, 0.4667], [1.6643, -0.5456, -0.2698], [1.8632, -1.9889, -0.0680], [-0.3119, 1.3858, -0.7218], [-0.9804, -0.1598, -1.0827], [-2.1927, -0.1123, 1.0689], [-1.2406, 1.2672, 1.6011], [-2.2311, 2.9042, -0.1463], [0.2214, -0.7867, 1.1290], [2.5422, 0.0428, -0.0016], [1.5021, -0.3472, -1.3396], [2.7903, -2.2007, -0.4152], [1.2369, -2.4784, -0.7035]], "mulliken_charge": [-0.442, -0.750, -0.212, -0.314, -0.404, -0.668, 0.291, 0.306, 0.339, 0.395, 0.114, 0.246, 0.352, 0.278, 0.250, 0.219]}



No. 2
{"formula": "C39H87N5O7", "method": "the ωB97M-V functional and the def2-TZVPD basis", "de_lowest_kj_mol": 439.88, "e_lumo_ev": 0.451, "homo_ha": -0.2892, "spin_multiplicity": 1, "smiles": "CC1(C)CCCC(C)(C)N1O.CC1(C)CCCC(C)(C)N1O.CC1(C)CCCC(C)(C)N1O.COCCNCCOC.COCCNCCOC", "homo_lumo_gap_ev": 8.3210, "symbols": ["C", "O", "C", "C", "N", "C", "C", "O", "C", "H", "H", "H", "H", "H", "H", "H", "H", "H", "H", "H", "H", "H", "H", "H", "C", "O", "C", "C", "N", "C", "C", "O", "C", "H", "H", "H", "H", "H", "H", "H", "H", "H", "H", "H", "H", "H", "H", "H", "C", "C", "C", "C", "C", "C", "N", "O", "C", "C", "C", "H", "H", "H", "H", "H", "H", "H", "H", "H", "H", "H", "H", "H", "H", "H", "H", "H", "H", "H", "C", "C", "C", "C", "C", "C", "N", "O", "C", "C", "C", "H", "H", "H", "H", "H", "H", "H", "H", "H", "H", "H", "H", "H", "H", "H", "H", "H", "H", "H", "C", "C", "C", "C", "C", "C", "N", "O", "C", "C", "C", "H", "H", "H", "H", "H", "H", "H", "H", "H", "H", "H", "H", "H", "H", "H", "H", "H", "H", "H"], "coordinates": [[-12.8295, -6.5468, -7.6161], [-11.4789, -6.4561, -7.2045], [-10.6331, -5.7968, -8.1402], [-9.6499, -4.8189, -7.4278], [-10.0368, -3.3949, -7.3575], [-8.9599, -2.4614, -6.9106], [-8.4440, -2.9523, -5.5063], [-9.5874, -3.3916, -4.8077], [-9.3842, -3.6057, -3.4225], [-12.7963, -7.2588, -8.4408], [-13.3034, -5.6127, -7.9178], [-13.3763, -6.9196, -6.7500], [-11.2595, -5.1682, -8.7732], [-10.0905, -6.4602, -8.8136], [-8.6755, -4.9678, -7.8932], [-9.6006, -5.1415, -6.3878], [-10.7058, -3.4325, -6.6018], [-9.3225, -1.4569, -6.6928], [-8.1291, -2.4751, -7.6160], [-8.1042, -2.0804, -4.9474], [-7.6974, -3.7444, -5.5618], [-10.3320, -3.9121, -2.9799], [-9.0998, -2.6950, -2.8955], [-8.7998, -4.4759, -3.1235], [-7.2662, -14.4514, -8.4961], [-7.7397, -14.1065, -7.1580], [-7.3221, -12.8674, -6.6809], [-7.4892, -11.6323, -7.5698], [-8.8826, -11.2575, -7.8520], [-9.0811, -9.8889, -8.3171], [-8.4363, -9.5562, -9.7137], [-8.9080, -8.3702, -10.2533], [-8.0237, -7.6139, -11.1196], [-7.9310, -13.8439, -9.1101], [-7.4096, -15.5085, -8.7202], [-6.1946, -14.3481, -8.6669], [-6.2877, -12.9828, -6.3570], [-7.9028, -12.6351, -5.7882], [-7.0598, -11.7469, -8.5650], [-6.8660, -10.8016, -7.2386], [-9.6395, -11.7044, -7.3544], [-8.8133, -9.1760, -7.5374], [-10.1654, -9.7796, -8.3392], [-8.6355, -10.3706, -10.4103], [-7.3662, -9.5647, -9.5066], [-7.3264, -6.9423, -10.6187], [-8.6523, -7.0704, -11.8250], [-7.3288, -8.2432, -11.6756], [-3.8844, -12.4965, -10.4030], [-2.4496, -12.0095, -10.2346], [-2.2852, -11.9107, -8.6749], [-0.8390, -11.7219, -8.1182], [0.1842, -12.7401, -8.8024], [0.0928, -12.8159, -10.3336], [-1.3584, -12.9393, -10.7013], [-1.3977, -13.1322, -12.0936], [0.7089, -11.4983, -10.9566], [0.9535, -13.9580, -10.8316], [-2.4340, -10.6382, -10.8387], [-4.1216, -13.3750, -9.8028], [-3.9090, -12.9436, -11.3968], [-4.6196, -11.6921, -10.4214], [-2.9478, -11.1380, -8.2849], [-2.6619, -12.8482, -8.2659], [-0.8276, -12.1636, -7.1218], [-0.5542, -10.6754, -8.0097], [0.2392, -13.7984, -8.5476], [1.1636, -12.3316, -8.5533], [0.5602, -10.6354, -10.3074], [1.7661, -11.7166, -11.1074], [0.4087, -11.1927, -11.9589], [1.1819, -13.8196, -11.8884], [1.9160, -13.9952, -10.3214], [0.3889, -14.8853, -10.7343], [-2.2594, -10.7387, -11.9100], [-1.6271, -10.0236, -10.4398], [-3.3638, -10.0724, -10.8972], [-1.7338, -14.0299, -12.1454], [-2.7981, -15.8696, -4.4712], [-3.6975, -16.6472, -5.5565], [-3.1886, -16.4227, -6.9562], [-3.8329, -17.3778, -7.9234], [-3.5513, -18.8189, -7.4688], [-4.1898, -19.1867, -6.1001], [-3.5818, -18.1295, -5.1931], [-3.9855, -18.3623, -3.9447], [-5.7456, -19.2934, -6.2623], [-3.5574, -20.5644, -5.6275], [-5.1837, -16.0923, -5.4470], [-3.2780, -15.7665, -3.4980], [-2.3568, -14.9633, -4.8861], [-1.9503, -16.5177, -4.2491], [-3.2759, -15.4103, -7.3505], [-2.1072, -16.5591, -6.9641], [-3.4745, -17.2524, -8.9451], [-4.8725, -17.1648, -8.1723], [-2.4778, -18.8757, -7.2891], [-3.6960, -19.5862, -8.2293], [-6.1826, -19.1596, -5.2727], [-6.2317, -18.5551, -6.9001], [-6.0712, -20.3010, -6.5207], [-4.0593, -20.9115, -4.7244], [-3.7017, -21.3721, -6.3451], [-2.5026, -20.4779, -5.3667], [-5.0145, -15.0200, -5.5449], [-5.6275, -16.1781, -4.4551], [-5.8355, -16.3642, -6.2772], [-3.2358, -18.6960, -3.4464], [-14.0358, -13.1219, -9.3498], [-12.7304, -12.6703, -9.9876], [-12.6666, -13.3934, -11.2964], [-13.5783, -12.9476, -12.4698], [-13.1933, -11.5041, -12.6594], [-13.2859, -10.6075, -11.3870], [-12.7081, -11.2266, -10.1527], [-12.6885, -10.4292, -8.9861], [-12.3670, -9.3905, -11.5551], [-14.7322, -10.1494, -11.1892], [-11.5167, -13.1243, -9.2262], [-14.2990, -12.3547, -8.6217], [-14.8450, -13.2664, -10.0657], [-14.0484, -14.1496, -8.9869], [-11.6456, -13.3496, -11.6757], [-12.9262, -14.4406, -11.1417], [-13.6061, -13.5509, -13.3771], [-14.6049, -12.8114, -12.1295], [-13.8576, -11.1424, -13.4443], [-12.1569, -11.4936, -12.9969], [-12.4863, -8.8480, -12.4930], [-11.2915, -9.5191, -11.4333], [-12.5743, -8.6375, -10.7947], [-14.9424, -9.5423, -10.3087], [-15.3350, -11.0392, -11.0077], [-15.2250, -9.7488, -12.0751], [-11.2400, -12.6178, -8.3015], [-11.6178, -14.1576, -8.8943], [-10.5858, -12.8558, -9.7256], [-11.7489, -10.2768, -8.8614]], "mulliken_charge": [-0.418, -0.389, -0.249, -0.465, -0.525, -0.742, -0.468, -0.325, -0.842, -0.036, 0.367, 0.249, 0.480, -0.097, 0.412, 0.253, 0.376, 0.389, 0.314, 0.518, 0.284, 0.287, 0.308, 0.326, -0.202, -0.390, -0.643, -0.738, 0.178, -0.279, -0.284, -0.129, -0.957, 0.130, 0.336, -0.072, 0.221, 0.437, 0.400, 0.392, 0.368, 0.279, -0.230, 0.254, 0.484, 0.323, 0.281, 0.412, -1.861, 1.852, -0.228, -0.731, -1.244, 1.685, 0.267, -0.501, -1.752, -2.035, -1.886, 0.256, 0.461, 0.280, 0.445, -0.408, 0.406, 0.344, 0.453, 0.284, 0.371, 0.474, 0.289, 0.446, 0.403, 0.470, 0.405, 0.279, 0.408, 0.346, -1.937, 1.788, -0.847, -0.455, -1.397, 1.718, 0.102, -0.466, -1.628, -1.969, -1.488, 0.368, 0.325, 0.530, -0.052, 0.390, 0.440, 0.091, 0.387, 0.484, 0.421, 0.203, 0.407, 0.422, 0.423, 0.402, 0.361, 0.369, 0.232, 0.360, -1.860, 1.817, -1.382, -0.665, -1.306, 1.625, 0.744, -0.516, -1.993, -1.689, -2.303, 0.319, 0.366, 0.483, 0.393, 0.462, 0.435, 0.263, 0.454, 0.392, 0.410, 0.409, 0.229, 0.290, 0.433, 0.422, 0.283, 0.455, 0.490, 0.002]}